Run w
C3H4Cl3NS | wB97M-V/def2-TZVPD

Calculated values
LUMO level	0.36	eV
structure (SMILES)	[H]/N=C(\SC)C(Cl)(Cl)Cl
multiplicity	1
total charge	0

Structure (XYZ):
```
12
Properties=species:S:1:pos:R:3:mulliken_charge:R:1
H 1.257 -1.529 -0.342 0.2562
N 0.732 -1.265 0.426 -0.6083
C -0.269 -0.479 0.386 0.2970
S -0.647 0.689 -0.788 0.0074
C 0.749 0.867 -1.849 -0.7277
C -1.045 -0.313 1.678 0.3911
Cl -0.867 -1.766 2.726 -0.1175
Cl -0.390 1.069 2.585 -0.1053
Cl -2.797 -0.059 1.307 -0.1425
H 1.296 1.795 -1.665 0.2745
H 0.495 0.872 -2.973 0.2745
H 1.486 0.118 -1.489 0.2007
```


Run x
C3H4Cl3NS | wB97M-V/def2-TZVPD

Calculated values
LUMO level	0.38	eV
structure (SMILES)	[H]/N=C(\SC)C(Cl)(Cl)Cl
multiplicity	1
total charge	0

Structure (XYZ):
```
12
Properties=species:S:1:pos:R:3:mulliken_charge:R:1
H 0.944 -1.579 0.110 0.2498
N -0.090 -1.494 0.105 -0.5393
C -0.399 -0.300 -0.072 0.3188
S 0.386 1.209 -0.297 0.0567
C 2.075 0.557 0.180 -0.9379
C -2.117 -0.019 -0.193 0.3140
Cl -2.664 0.172 -1.849 -0.0885
Cl -2.599 -1.504 0.705 -0.1367
Cl -2.461 1.521 0.665 -0.1405
H 2.468 0.200 -0.804 0.2940
H 1.807 -0.226 0.983 0.2744
H 2.649 1.463 0.467 0.3352
```


From most stable to least stable, the computed energies give run w, run x.


Run w
C2H4ClNOS | wB97M-V/def2-TZVPD

Calculated values
LUMO level	0.01	eV
structure (SMILES)	O=CNCSCl
multiplicity	1
total charge	0

Structure (XYZ):
```
10
Properties=species:S:1:pos:R:3:mulliken_charge:R:1
O -1.528 1.597 0.234 -0.5037
C -1.498 0.439 0.585 0.1259
N -0.635 -0.595 0.107 -0.1544
C 0.476 -0.181 -0.668 -0.5711
S 2.110 -0.804 -0.106 0.0034
Cl 3.151 0.847 0.404 -0.1419
H -2.304 -0.083 1.161 0.2825
H -0.647 -1.409 0.653 0.2405
H 0.457 -0.614 -1.697 0.2719
H 0.419 0.803 -0.671 0.4468
```


Run x
C2H4ClNOS | wB97M-V/def2-TZVPD

Calculated values
LUMO level	-0.05	eV
multiplicity	1
total charge	0

Structure (XYZ):
```
10
Properties=species:S:1:pos:R:3:mulliken_charge:R:1
C -0.227 1.334 0.353 0.0538
C -0.685 -0.908 -0.358 -0.5252
N -0.276 0.359 -0.628 -0.1619
O -0.738 1.233 1.431 -0.4923
S 1.244 -1.943 0.572 -0.0902
Cl 2.267 -0.237 0.774 -0.1357
H 0.297 2.236 -0.002 0.3872
H -1.310 -1.014 0.514 0.3442
H -0.835 -1.579 -1.184 0.3677
H 0.263 0.519 -1.471 0.2525
```


From most stable to least stable, the computed energies give run w, run x.


Run w
CH5N3O2 | wB97M-V/def2-TZVPD

Calculated values
LUMO level	0.77	eV
multiplicity	1
total charge	0

Structure (XYZ):
```
11
Properties=species:S:1:pos:R:3:mulliken_charge:R:1
N -1.271 -0.110 -1.096 -0.2345
C 0.645 -0.350 0.183 0.6666
N -1.190 0.105 0.368 -0.3249
N 1.534 0.607 0.567 -0.4756
O 0.038 0.242 -1.414 -0.4279
O 0.762 -1.540 0.300 -0.5679
H -1.280 -1.139 -1.156 0.2864
H -1.558 1.038 0.526 0.2851
H -1.621 -0.598 0.974 0.2903
H 1.466 1.474 0.049 0.2515
H 2.475 0.270 0.698 0.2509
```


Run x
CH5N3O2 | wB97M-V/def2-TZVPD

Calculated values
LUMO level	-0.07	eV
multiplicity	1
total charge	0

Structure (XYZ):
```
11
Properties=species:S:1:pos:R:3:mulliken_charge:R:1
N -0.419 -1.008 0.315 -0.3122
N 0.968 0.023 0.594 -0.0764
C -0.654 0.303 0.044 0.6544
N 2.023 0.569 -0.143 -0.5414
O -2.124 -0.652 -0.442 -0.7168
O -0.810 1.410 -0.402 -0.4943
H -2.829 -0.552 0.214 0.2987
H -1.149 -1.679 -0.278 0.3984
H 0.939 0.278 1.573 0.2674
H 1.718 1.407 -0.635 0.2633
H 2.337 -0.098 -0.841 0.2587
```


From most stable to least stable, the computed energies give run w, run x.


Run w
CBrF2NO2 | wB97M-V/def2-TZVPD

Calculated values
LUMO level	-1.43	eV
structure (SMILES)	O=[N+]([O-])C(F)(F)Br
multiplicity	1
total charge	0

Structure (XYZ):
```
7
Properties=species:S:1:pos:R:3:mulliken_charge:R:1
O 1.016 0.977 -0.869 -0.4746
N 0.450 -0.044 -0.616 0.9287
O 0.671 -1.153 -1.000 -0.5043
C -0.715 0.086 0.358 0.4508
F -0.406 0.921 1.325 -0.1463
F -1.054 -1.078 0.846 -0.1365
Br -2.409 0.918 -0.649 -0.1179
```


Run x
CBrF2NO2 | wB97M-V/def2-TZVPD

Calculated values
LUMO level (spin up / spin down)	-2.97 / -2.48	eV
multiplicity	1
total charge	0

Structure (XYZ):
```
7
Properties=species:S:1:pos:R:3:mulliken_charge:R:1
C -0.171 -1.283 0.018 0.3791
N 0.041 0.096 0.317 0.9285
O 0.436 0.350 1.432 -0.5105
O -0.187 0.888 -0.581 -0.5230
F -0.270 -1.635 -1.242 -0.1352
F 0.551 -2.138 0.708 -0.1403
Br -0.398 3.722 -0.653 0.0014
```


From most stable to least stable, the computed energies give run w, run x.


Run w
C3H8N | wB97M-V/def2-TZVPD

Calculated values
LUMO level	-6.14	eV
multiplicity	1
total charge	+1

Structure (XYZ):
```
12
Properties=species:S:1:pos:R:3:mulliken_charge:R:1
C 0.903 -1.117 1.177 -0.4726
C -0.754 0.764 -0.991 -0.2390
C 0.207 -1.382 0.077 -0.3980
N -0.324 1.764 -0.194 -0.2811
H 1.554 -1.816 1.677 0.3461
H 0.925 -0.006 1.239 0.1979
H -0.641 0.793 -2.086 0.3451
H -1.808 0.593 -0.800 0.3706
H -0.259 -0.408 -0.589 0.2278
H -0.212 -2.381 -0.240 0.3514
H 0.566 2.083 -0.349 0.2709
H -0.657 2.047 0.716 0.2809
```


Run x
C3H8N | wB97M-V/def2-TZVPD

Calculated values
LUMO level (spin up / spin down)	-6.95 / -6.13	eV
multiplicity	1
total charge	+1

Structure (XYZ):
```
12
Properties=species:S:1:pos:R:3:mulliken_charge:R:1
C -1.488 -0.271 -0.635 -0.3638
C 1.650 0.616 0.664 -0.1315
C 1.585 -0.311 -0.366 -0.5191
N -2.394 -0.074 0.221 -0.2354
H -1.678 -0.633 -1.574 0.2843
H 2.053 1.676 0.569 0.2791
H 1.533 0.444 1.771 0.2884
H 0.593 -0.016 -0.886 0.1467
H 1.364 -1.309 0.074 0.2975
H 2.336 -0.430 -1.018 0.4145
H -3.392 -0.123 0.030 0.2648
H -2.164 0.431 1.150 0.2743
```


From most stable to least stable, the computed energies give run w, run x.


Run w
C3H8N | wB97M-V/def2-TZVPD

Calculated values
LUMO level (spin up / spin down)	-6.64 / -4.68	eV
multiplicity	1
total charge	+1

Structure (XYZ):
```
12
Properties=species:S:1:pos:R:3:mulliken_charge:R:1
C -2.270 0.629 -0.233 -0.8331
C 0.789 0.283 -0.034 0.2675
C 0.835 -1.036 0.690 -0.8731
N 1.799 0.988 -0.384 -0.2309
H -2.889 0.078 -0.944 0.3002
H -2.240 0.175 0.761 0.3845
H -2.102 1.597 -0.636 0.3789
H 0.420 -1.004 1.642 0.3164
H 1.858 -1.417 0.807 0.3814
H 0.156 -1.604 -0.069 0.3078
H 1.711 1.948 -0.871 0.3196
H 2.628 0.429 -0.455 0.2808
```


Run x
C3H8N | wB97M-V/def2-TZVPD

Calculated values
LUMO level	-8.24	eV
multiplicity	1
total charge	+1

Structure (XYZ):
```
12
Properties=species:S:1:pos:R:3:mulliken_charge:R:1
C -1.828 -0.177 -1.275 -0.9515
C -2.020 -0.792 0.008 0.2763
C -1.270 -0.115 1.048 -0.1359
N -1.021 1.141 0.932 -0.3796
H -2.122 -0.828 -2.109 0.3706
H -0.767 0.149 -1.412 0.3717
H -2.423 0.750 -1.379 0.3498
H -3.002 -1.322 0.029 0.3390
H -0.937 -0.497 1.999 0.4303
H -0.816 1.582 1.877 0.3293
H 8.053 -0.218 -0.217 -0.0012
H 8.152 0.327 0.499 0.0012
```


From most stable to least stable, the computed energies give run w, run x.


Run w
C3H9N2 | wB97M-V/def2-TZVPD

Calculated values
LUMO level	-3.73	eV
structure (SMILES)	C/C([NH3+])=C\N
multiplicity	1
total charge	+1

Structure (XYZ):
```
14
Properties=species:S:1:pos:R:3:mulliken_charge:R:1
C -0.456 1.383 0.289 -1.1951
C 0.212 0.138 0.064 0.3181
N 1.655 0.296 0.408 -0.2781
C -0.242 -1.112 -0.324 -0.4519
N -1.563 -1.365 -0.585 -0.5333
H -0.992 1.157 1.170 0.2792
H 0.180 2.281 0.233 0.4754
H -1.205 1.458 -0.422 0.3428
H 1.829 1.241 0.781 0.3609
H 2.139 -0.276 1.041 0.3275
H 2.019 0.429 -0.601 0.4329
H 0.277 -2.014 -0.306 0.4049
H -1.910 -1.320 -1.485 0.2296
H -1.943 -2.296 -0.261 0.2871
```


Run x
C3H9N2 | wB97M-V/def2-TZVPD

Calculated values
LUMO level	-3.58	eV
structure (SMILES)	C/C([NH3+])=C\N
multiplicity	1
total charge	+1

Structure (XYZ):
```
14
Properties=species:S:1:pos:R:3:mulliken_charge:R:1
C 1.423 -0.097 0.481 -1.3977
C 0.084 -0.165 -0.164 0.4666
N 0.064 -0.775 -1.522 -0.3225
C -1.095 0.312 0.256 -0.2466
N -1.328 0.913 1.441 -0.3887
H 2.024 0.698 0.011 0.3459
H 2.000 -1.015 0.367 0.3725
H 1.358 0.194 1.505 0.3571
H -0.306 -1.730 -1.538 0.3610
H 1.009 -0.907 -1.902 0.3828
H -0.431 -0.230 -2.229 0.3780
H -1.969 0.217 -0.378 0.2894
H -0.608 1.288 2.029 0.1765
H -2.225 1.299 1.643 0.2257
```


Run y
C3H9N2 | wB97M-V/def2-TZVPD

Calculated values
LUMO level	-9.51	eV
multiplicity	1
total charge	+1

Structure (XYZ):
```
14
Properties=species:S:1:pos:R:3:mulliken_charge:R:1
C -3.006 0.894 0.621 -0.5847
C -1.917 0.472 -0.185 -0.1032
N -1.002 -0.399 0.108 -0.5119
C 2.249 -0.628 0.027 -0.0060
N 3.556 -0.435 -0.029 0.0664
H -3.643 -0.540 -0.596 0.2645
H -3.358 2.007 0.437 0.2368
H -3.010 0.573 1.646 0.2925
H 4.122 0.722 -2.317 0.0684
H -1.754 1.153 -1.043 0.3546
H -1.336 -0.941 0.939 0.2008
H 1.843 -1.380 -0.642 0.3964
H 3.645 0.207 -2.727 -0.0395
H 1.652 -0.390 0.969 0.3649
```


From most stable to least stable, the computed energies give run x, run w, run y.


Run w
C3H9N2 | wB97M-V/def2-TZVPD

Calculated values
LUMO level	-5.42	eV
multiplicity	1
total charge	+1

Structure (XYZ):
```
14
Properties=species:S:1:pos:R:3:mulliken_charge:R:1
C 1.452 -0.186 0.016 0.1736
C -2.263 -0.179 -0.491 -0.7045
C -1.401 0.115 0.632 -0.1859
N 2.788 -0.206 -0.096 -0.3830
N 0.721 0.824 0.017 -0.4324
H 0.983 -1.177 -0.119 0.2524
H -2.752 -1.070 -0.147 0.3550
H -3.070 0.663 -0.751 0.2925
H -1.836 -0.642 -1.365 0.3232
H -0.660 -0.587 0.932 0.3025
H -1.595 1.143 1.113 0.3079
H 3.165 -1.043 0.256 0.2447
H 3.429 0.635 0.015 0.2785
H 1.040 1.708 -0.011 0.1755
```


Run x
C3H9N2 | wB97M-V/def2-TZVPD

Calculated values
LUMO level	-5.19	eV
structure (SMILES)	C/C([NH3+])=C/N
multiplicity	1
total charge	+1

Structure (XYZ):
```
14
Properties=species:S:1:pos:R:3:mulliken_charge:R:1
C -0.066 1.091 1.501 -1.1806
C -0.112 0.312 0.239 0.2848
N 1.418 0.007 -0.181 -0.3740
C -0.851 -0.711 -0.395 -0.3092
N -1.329 -0.778 -1.705 -0.2568
H 0.600 1.934 1.321 0.3529
H -1.047 1.345 1.791 0.3369
H 0.319 0.481 2.328 0.3515
H 2.119 0.634 0.259 0.3437
H 1.453 -0.877 0.284 0.3700
H 1.408 -0.101 -1.146 0.3050
H -0.886 -1.653 0.215 0.3250
H -2.091 -1.314 -1.972 0.2360
H -0.935 -0.371 -2.538 0.2148
```


Run y
C3H9N2 | wB97M-V/def2-TZVPD

Calculated values
LUMO level	-4.75	eV
structure (SMILES)	C/C([NH3+])=C/N
multiplicity	1
total charge	+1

Structure (XYZ):
```
14
Properties=species:S:1:pos:R:3:mulliken_charge:R:1
C -0.028 -1.335 0.881 -1.1586
C -0.027 0.153 0.523 0.4683
N 1.433 0.643 0.409 -0.3312
C -1.082 0.610 -0.235 -0.5009
N -0.854 0.688 -1.641 -0.5148
H 0.955 -1.750 1.137 0.3781
H -0.868 -1.487 1.572 0.3354
H -0.340 -1.865 -0.032 0.3455
H 1.987 -0.130 0.014 0.3541
H 1.404 1.616 0.100 0.3495
H 1.867 0.538 1.335 0.3739
H -2.016 0.984 0.161 0.3991
H -1.330 -0.140 -1.994 0.2579
H -1.101 1.476 -2.228 0.2439
```


From most stable to least stable, the computed energies give run w, run y, run x.